35
Properties=species:S:1:pos:R:3:forces:R:3 method="wB97M-V/def2-TZVPD" relative_energy_kj_mol=280.88 homo_lumo_gap_ha="0.1184 / 0.1143" total_charge=+2 homo_energy_ev="-14.8 / -14.7"
I 3.133 -4.031 -0.021 -0.080 0.602 -0.145
I -1.400 -1.973 -0.512 -0.074 -0.757 -0.206
Al 0.571 -0.473 0.021 -1.427 1.103 0.071
P 0.093 0.520 -2.211 0.539 0.432 -0.987
C -1.512 0.859 -3.006 -0.261 -0.131 0.414
C 0.988 2.089 -2.401 0.151 0.094 0.098
H 1.887 -0.858 -3.064 -0.128 0.089 -0.256
H 0.973 -0.068 -4.393 -0.034 -0.191 0.237
H 0.306 -1.502 -3.540 0.033 0.158 -0.056
C 0.893 -0.586 -3.427 0.062 -0.079 0.164
H 1.947 2.025 -1.873 -0.154 0.103 -0.199
H 1.162 2.277 -3.469 -0.043 0.054 0.265
H -1.338 1.191 -4.040 0.038 -0.122 0.329
H -2.043 1.641 -2.451 0.109 -0.185 -0.284
H 0.404 2.911 -1.972 0.124 -0.147 -0.084
H -2.122 -0.052 -3.005 0.087 0.235 -0.095
C -1.763 1.398 0.052 -2.031 0.864 1.851
O -2.526 1.674 0.856 1.542 -0.550 -1.592
Cl 2.617 -0.555 -0.508 0.772 -1.192 0.326
C 1.286 2.305 3.614 -0.010 0.471 0.158
N 0.795 0.925 3.481 -0.133 0.009 0.281
C 0.561 0.109 4.568 -0.036 -0.269 -0.661
C 0.127 -1.170 4.377 0.212 0.103 0.795
C 0.011 -1.684 3.062 -0.086 -0.345 -1.139
N 0.347 -0.881 2.023 0.116 0.817 0.568
C 0.573 0.436 2.252 0.350 0.409 -1.334
O 0.622 1.160 1.174 0.321 -1.792 1.152
N -0.402 -2.920 2.752 0.126 0.566 0.310
H 2.255 2.414 3.112 -0.342 -0.098 0.080
H 1.409 2.515 4.679 -0.034 -0.013 -0.202
H 0.557 3.001 3.186 0.238 -0.194 0.091
H 0.746 0.583 5.533 -0.166 -0.355 -0.215
H -0.082 -1.826 5.217 0.018 0.254 -0.055
H -0.756 -3.526 3.483 0.080 0.086 -0.239
H -0.672 -3.096 1.778 0.121 -0.032 0.557

***

30
Properties=species:S:1:pos:R:3:forces:R:3 method="wB97M-V/def2-TZVPD" homo_lumo_gap_ha="0.3062 / 0.2501" s_squared=2.010 total_charge=+1 homo_energy_ev="-11.3 / -13.1" multiplicity=3
C -0.330 -0.123 0.793 1.969 0.930 2.791
C 3.747 2.345 -0.349 2.620 1.630 -1.026
C 2.238 2.507 -0.325 0.444 -2.097 0.259
C 2.111 1.058 0.082 0.891 1.842 -0.311
C -3.286 -0.494 0.808 -0.460 -3.909 0.552
C -2.044 -0.664 -1.440 -3.786 0.411 -0.497
C -2.484 -2.815 -0.188 0.228 -0.286 1.365
C 0.809 -0.303 1.722 -0.219 -0.403 1.138
C -2.223 -1.354 -0.062 -1.406 3.605 -0.413
N 1.656 1.407 -1.184 -0.729 -0.882 -0.782
N 3.707 0.882 0.031 -0.892 0.439 -0.148
O -0.593 1.023 0.528 -0.767 1.509 -0.983
O -0.928 -1.192 0.521 -0.126 -3.535 0.459
I 2.002 -1.947 1.894 -0.253 0.183 -0.208
H 4.348 2.577 -1.361 -1.578 -0.918 2.041
H 4.358 2.844 0.444 -1.103 0.072 -0.567
H 1.688 3.384 -0.184 -0.709 0.985 0.591
H -3.114 -0.418 1.944 0.000 -0.299 -1.887
H -3.241 0.414 0.330 -0.360 2.460 -0.440
H -4.313 -0.991 0.618 1.581 0.971 0.431
H -3.041 -0.900 -1.953 1.263 0.429 0.279
H -1.307 -1.141 -2.047 0.782 -0.138 -0.243
H -2.009 0.473 -1.434 0.363 -1.613 0.233
H -2.564 -3.200 0.855 0.806 -0.169 -0.644
H -3.479 -3.111 -0.557 0.661 0.553 -0.687
H -1.590 -3.128 -0.758 -0.836 -0.998 0.298
H 1.113 0.536 2.367 -0.327 -0.455 -0.592
H 0.567 1.366 -1.223 2.412 0.542 0.435
H 4.011 0.385 -0.779 0.196 -1.286 -0.473
H 4.192 0.579 0.908 -0.665 0.426 -0.970

***

39
Properties=species:S:1:pos:R:3:forces:R:3 method="wB97M-V/def2-TZVPD" relative_energy_kj_mol=0.00 homo_lumo_gap_ha="0.2968 / 0.1858" s_squared=8.780 total_charge=+1 homo_energy_ev="-11.0 / -11.0" multiplicity=6
Ir -0.312 -1.911 -0.941 -0.413 1.700 -0.722
C -2.994 0.963 2.764 0.022 -0.094 -0.014
N -2.809 0.344 1.449 -0.131 0.174 0.000
C -4.019 -0.117 0.768 0.006 0.012 0.055
C -1.618 0.140 0.934 0.049 -0.218 0.089
O -1.496 -0.343 -0.227 0.007 -0.008 -0.030
C -0.415 0.542 1.777 0.047 -0.042 -0.118
O 0.748 -0.104 1.349 0.132 0.000 0.199
C 1.774 0.658 0.800 -0.122 -0.109 -0.146
C 1.713 0.609 -0.719 0.102 0.018 0.017
O 1.045 -0.262 -1.314 -0.121 -0.129 0.255
N 2.415 1.502 -1.401 0.058 0.019 -0.075
C 2.373 1.539 -2.864 0.061 -0.003 0.093
C 3.284 2.484 -0.752 -0.065 0.000 -0.044
H -4.025 1.293 2.841 -0.027 0.025 -0.022
H -2.349 1.829 2.891 -0.020 0.024 -0.026
H -2.797 0.240 3.557 -0.006 -0.038 -0.023
H -4.660 0.733 0.538 0.006 0.028 0.006
H -4.552 -0.801 1.427 0.010 -0.006 0.027
H -3.753 -0.629 -0.147 0.025 -0.023 -0.025
H -0.590 0.261 2.816 -0.047 -0.027 0.025
H -0.319 1.633 1.725 -0.020 0.042 0.034
H 2.714 0.191 1.107 0.082 0.076 0.005
H 1.767 1.688 1.160 -0.016 0.043 0.006
H 1.582 0.894 -3.223 -0.039 -0.025 -0.007
H 3.325 1.200 -3.274 0.015 0.000 0.009
H 2.188 2.562 -3.187 0.005 0.009 0.006
H 3.747 2.078 0.143 0.018 -0.015 -0.009
H 2.739 3.396 -0.500 -0.018 -0.011 -0.006
H 4.079 2.745 -1.446 0.018 -0.021 -0.008
Se 3.107 -2.798 -0.536 0.180 -0.079 -0.019
Se 3.403 -3.208 -2.633 -0.009 0.072 0.075
Se -0.562 -2.894 -4.587 0.033 0.062 -0.034
Se -0.964 -1.143 -3.344 0.001 -0.103 0.267
O 0.139 -3.651 -1.701 -0.137 -0.788 0.147
O -1.111 -3.651 -1.314 0.133 -0.367 -0.051
S -1.721 -2.804 3.241 -0.033 0.084 0.018
C -0.876 -2.662 1.894 0.136 -0.031 -0.072
N -0.199 -2.544 0.932 0.078 -0.250 0.119

***

35
Properties=species:S:1:pos:R:3:forces:R:3 method="wB97M-V/def2-TZVPD" relative_energy_kj_mol=0.00 homo_lumo_gap_ha=0.3203 total_charge=0 homo_energy_ev=-8.5
Li 1.287 1.439 -0.441 -0.092 -0.115 0.087
N 1.483 1.253 -2.295 -0.019 0.059 -0.270
C 1.262 0.798 -3.347 -0.078 -0.313 -0.074
N 1.101 0.251 -4.512 -0.087 0.161 0.120
C -0.095 -0.197 -4.839 0.132 0.053 0.042
N -1.119 -0.647 -5.161 0.063 0.012 0.150
C -1.008 2.301 2.783 0.066 -0.054 0.056
N 0.157 1.494 3.098 -0.058 -0.037 -0.041
C 0.058 0.244 3.857 0.039 0.082 -0.071
C 1.490 -0.320 3.788 0.005 0.037 -0.062
N 2.129 0.590 2.846 -0.045 0.001 0.044
C 1.338 1.613 2.488 0.059 0.225 -0.005
S 1.797 2.864 1.434 -0.089 -0.193 0.140
H -1.834 1.954 3.399 0.006 0.017 0.008
H -1.277 2.193 1.732 -0.010 -0.018 -0.036
H -0.814 3.350 2.997 0.020 0.001 -0.018
H -0.663 -0.421 3.382 -0.012 -0.023 -0.026
H -0.261 0.445 4.880 -0.016 0.000 0.000
H 1.500 -1.341 3.410 0.017 -0.009 0.004
H 1.987 -0.293 4.758 0.014 0.006 0.026
H 3.106 0.601 2.616 0.009 -0.054 -0.018
C -2.057 0.568 -1.850 0.018 -0.079 -0.012
N -1.384 -0.713 -2.005 0.010 0.124 -0.132
C -0.519 -1.206 -1.128 0.012 0.107 0.170
S -0.202 -0.458 0.385 0.063 0.032 -0.050
N 0.105 -2.348 -1.436 0.065 -0.005 -0.042
C -0.048 -3.085 -2.680 0.003 -0.007 0.083
H -2.838 0.624 -2.603 -0.004 0.000 -0.007
H -1.361 1.396 -1.998 0.017 0.008 0.011
H -2.488 0.639 -0.856 -0.034 -0.002 0.011
H -1.380 -1.079 -2.952 -0.054 -0.038 -0.054
H 0.796 -2.637 -0.768 0.003 -0.040 0.020
H -1.092 -3.363 -2.839 0.004 0.032 -0.023
H 0.539 -3.996 -2.606 -0.004 -0.003 0.001
H 0.306 -2.514 -3.539 -0.024 0.035 -0.032

***

26
Properties=species:S:1:pos:R:3:forces:R:3 method="wB97M-V/def2-TZVPD" relative_energy_kj_mol=78.52 homo_lumo_gap_ha=0.2940 total_charge=+1 homo_energy_ev=-11.8
C -0.340 2.932 -0.173 -0.425 0.774 -0.205
C -0.978 1.518 -2.135 1.050 0.296 0.914
C -0.225 1.656 -0.955 -0.940 -0.042 0.311
C -0.972 0.304 -2.781 -0.604 -0.858 -0.648
C -0.109 -0.726 -2.421 -0.380 0.580 0.793
C 0.522 0.585 -0.490 0.568 0.768 -1.006
C 0.687 -0.527 -1.305 -0.051 -0.810 0.405
H -1.447 2.426 -2.478 -0.656 -0.264 -0.257
H -1.712 0.017 -3.521 0.154 0.653 -0.354
H 0.207 3.709 -0.710 0.328 0.083 0.353
H -0.066 2.900 0.883 0.533 -0.253 -0.218
H -0.196 -1.678 -2.919 0.375 -0.037 -0.138
H 1.130 0.760 0.387 0.092 -0.188 0.136
H 1.371 -1.307 -1.001 0.164 -0.177 0.003
H -1.357 3.336 -0.136 -0.116 -0.364 -0.267
C 0.271 -1.291 2.111 -1.182 0.112 0.090
C -0.775 -2.242 2.639 -0.331 -0.572 0.494
N 1.516 -1.373 2.943 -0.068 0.631 0.381
H 0.428 -1.361 1.048 0.660 -0.534 -0.136
H -0.126 -0.285 2.220 0.267 0.212 0.251
H -1.599 -2.286 1.936 -0.134 0.061 -0.068
H -1.185 -1.951 3.614 0.078 0.367 -0.213
H 2.155 -2.152 2.777 -0.230 -0.154 -0.258
H 2.052 -0.504 2.889 0.113 -0.099 -0.093
H 1.170 -1.445 3.903 0.350 -0.082 0.138
H -0.457 -3.269 2.810 0.384 -0.104 -0.407

***

27
Properties=species:S:1:pos:R:3:forces:R:3 method="wB97M-V/def2-TZVPD" relative_energy_kj_mol=0.00 homo_lumo_gap_ha="0.2538 / 0.2924" s_squared=2.008 total_charge=0 homo_energy_ev="-6.0 / -9.4" multiplicity=3
C -1.542 0.116 -2.534 -0.691 0.459 -0.949
C -0.309 0.564 -1.732 -0.356 -0.353 0.089
C 0.316 -0.576 0.590 -0.122 0.225 0.149
C 0.033 -0.709 -0.925 1.265 -0.535 0.573
C 1.686 0.006 0.939 -0.284 -0.335 -0.334
C 2.252 1.065 0.045 0.047 -0.028 0.070
C 2.312 -0.395 2.035 0.058 -0.018 -0.018
C -2.131 -0.400 1.353 0.038 0.209 -0.006
C -0.741 0.225 1.373 -0.137 -0.308 -0.018
N -1.872 -1.202 -2.026 -1.629 0.404 -1.297
N -1.090 -1.623 -1.202 1.393 -0.824 1.881
H -1.354 0.012 -3.605 0.105 0.280 -0.028
H 0.508 0.866 -2.385 -0.017 0.016 0.086
H -0.560 1.396 -1.078 0.046 0.012 -0.016
H 0.282 -1.601 0.975 0.042 0.064 -0.014
H 0.903 -1.226 -1.355 0.104 0.333 -0.008
H 2.486 0.647 -0.936 0.002 0.080 -0.057
H 3.166 1.473 0.471 0.048 0.047 -0.029
H 1.539 1.878 -0.096 0.011 0.076 -0.058
H 3.251 0.036 2.340 0.197 0.128 0.018
H -2.415 0.760 -2.405 0.166 0.173 -0.066
H 1.908 -1.161 2.678 -0.124 -0.159 0.053
H -2.768 0.091 2.087 -0.085 0.006 0.040
H -2.073 -1.459 1.597 -0.068 -0.078 -0.002
H -2.602 -0.305 0.378 -0.103 -0.067 -0.042
H -0.394 0.271 2.408 0.021 0.083 -0.066
H -0.792 1.252 1.008 0.071 0.109 0.049